Computed, not measured: a cluster of 9 separate species, C29H54BF2O36S9Si in total, with ωB97M-V with the def2-TZVPD basis set.

## Properties
Highest occupied orbital energy: -5.5388 eV
Orbital gap: 6.5 eV
Charge: -1
Molar mass: 1344.2 g/mol

Each atom is followed by the atoms it is bonded to, with distances in Å.
Atoms and positions in Å:
1 B -5.00691 3.40021 -2.23541  C2 1.644, H16 1.183, H17 1.199, H18 1.187
2 C -4.65343 4.11565 -3.67219  B1 1.644, F3 1.511, F4 1.511, C5 1.636
3 F -3.16387 4.12920 -3.92548  C2 1.511
4 F -5.01185 5.57418 -3.50434  C2 1.511
5 C -5.52179 3.58612 -4.95414  C2 1.636, C6 1.637, H19 1.180, H20 1.194
6 C -5.76217 1.96896 -5.02755  C5 1.637, Si7 1.932, H21 1.194, H22 1.194
7 Si -4.16588 0.91593 -5.30107  C6 1.932, C8 1.925, C9 1.965, C10 1.928
8 C -2.97059 0.84614 -3.79383  Si7 1.925, H23 1.194, H24 1.171, H25 1.170
9 C -4.79672 -0.92686 -5.55997  Si7 1.965, H26 1.187, H27 1.170, H28 1.187
10 C -3.16431 1.36448 -6.88620  Si7 1.928, C11 1.667, C15 1.649
11 C -3.33721 0.37486 -8.21590  C10 1.667, C12 1.651, H29 1.187
12 C -2.49412 0.64165 -9.61039  C11 1.651, C13 1.639, H30 1.175
13 C -1.45895 1.90931 -9.70450  C12 1.639, C14 1.641, H31 1.170
14 C -1.30102 2.91418 -8.41691  C13 1.641, C15 1.664, H32 1.170
15 C -2.13512 2.64789 -7.00243  C10 1.649, C14 1.664, H33 1.180
16 H -4.07617 2.75780 -1.88898  B1 1.183
17 H -5.92115 2.62683 -2.29021  B1 1.199
18 H -5.31625 4.18888 -1.40389  B1 1.187
19 H -6.53744 4.17921 -5.05085  C5 1.180
20 H -4.89861 3.87577 -5.93037  C5 1.194
21 H -6.40985 1.53100 -4.12547  C6 1.194
22 H -6.44053 1.77966 -5.99209  C6 1.194
23 H -2.27326 -0.10748 -3.96623  C8 1.194
24 H -3.49130 0.67295 -2.75889  C8 1.171
25 H -2.24135 1.75503 -3.68526  C8 1.170
26 H -5.71776 -0.82303 -6.30163  C9 1.187
27 H -3.95253 -1.63711 -5.94950  C9 1.170
28 H -5.27002 -1.26602 -4.52512  C9 1.187
29 H -4.06676 -0.56086 -8.22736  C11 1.187
30 H -2.61091 -0.07460 -10.53455  C12 1.175
31 H -0.86388 2.06552 -10.70026  C13 1.170
32 H -0.58041 3.83327 -8.49027  C14 1.170
33 H -1.99931 3.35776 -6.07024  C15 1.180
34 C 2.46568 0.53324 -2.87056  C35 1.526, O40 1.427, H41 1.095, H42 1.093
35 C 1.10133 1.18070 -2.64906  C34 1.526, O36 1.426, H43 1.093, H44 1.095
36 O 0.15426 0.22859 -3.12796  C35 1.426, S37 1.631
37 S 0.73914 -1.27310 -2.87648  O36 1.631, O38 1.446, O39 1.444, O40 1.630
38 O 0.16213 -1.78294 -1.65245  S37 1.446
39 O 0.69730 -1.99508 -4.12684  S37 1.444
40 O 2.28402 -0.85005 -2.57271  C34 1.427, S37 1.630
41 H 2.77717 0.61836 -3.91663  C34 1.095
42 H 3.23657 0.96402 -2.22602  C34 1.093
43 H 0.99860 2.12866 -3.18253  C35 1.093
44 H 0.90954 1.34080 -1.58280  C35 1.095
45 C 1.98073 -4.82153 1.71910  C46 1.526, O51 1.427, H52 1.095, H53 1.093
46 C 1.66684 -5.80225 0.59244  C45 1.526, O47 1.426, H54 1.093, H55 1.095
47 O 1.45188 -4.99054 -0.55982  C46 1.426, S48 1.631
48 S 2.39392 -3.66305 -0.45599  O47 1.631, O49 1.446, O50 1.444, O51 1.630
49 O 3.59157 -3.89788 -1.23164  S48 1.446
50 O 1.56011 -2.49637 -0.62919  S48 1.444
51 O 2.77618 -3.79819 1.12310  C45 1.427, S48 1.630
52 H 1.06646 -4.36022 2.10622  C45 1.095
53 H 2.52359 -5.29658 2.54063  C45 1.093
54 H 0.78534 -6.41198 0.80450  C46 1.093
55 H 2.52142 -6.45648 0.38996  C46 1.095
56 C 2.39834 -0.75263 4.38016  C57 1.526, O62 1.427, H63 1.095, H64 1.093
57 C 3.43445 -1.74638 3.86185  C56 1.526, O58 1.426, H65 1.093, H66 1.095
58 O 3.72261 -2.59677 4.96936  C57 1.426, S59 1.631
59 S 2.38103 -2.74760 5.88470  O58 1.631, O60 1.446, O61 1.444, O62 1.630
60 O 1.71827 -3.97839 5.51452  S59 1.446
61 O 2.71906 -2.41517 7.24911  S59 1.444
62 O 1.54449 -1.50576 5.23977  C56 1.427, S59 1.630, O105 1.623
63 H 2.87119 0.03546 4.97505  C56 1.095
64 H 1.82029 -0.29902 3.57061  C56 1.093
65 H 4.34298 -1.25389 3.50718  C57 1.093
66 H 3.01962 -2.36570 3.05954  C57 1.095
67 C 4.78574 3.99716 3.87572  C68 1.526, O73 1.427, H74 1.095, H75 1.093
68 C 4.77950 4.06926 2.35109  C67 1.526, O69 1.426, H76 1.093, H77 1.095
69 O 5.16137 2.76689 1.91432  C68 1.426, S70 1.631
70 S 4.61774 1.66702 2.98911  O69 1.631, O71 1.446, O72 1.444, O73 1.630
71 O 3.37233 1.12668 2.49099  S70 1.446
72 O 5.72848 0.83819 3.39618  S70 1.444
73 O 4.27410 2.70512 4.19831  C67 1.427, S70 1.630
74 H 5.80481 4.06799 4.26946  C67 1.095
75 H 4.16668 4.77634 4.32838  C67 1.093
76 H 5.47093 4.82299 1.96692  C68 1.093
77 H 3.77281 4.27147 1.97026  C68 1.095
78 C -2.43836 -0.94484 0.66510  C79 1.526, O84 1.427, H85 1.095, H86 1.093
79 C -3.57352 -1.78474 0.08570  C78 1.526, O80 1.426, H87 1.093, H88 1.095
80 O -4.75354 -1.31495 0.73349  C79 1.426, S81 1.631
81 S -4.58391 0.27498 1.05559  O80 1.631, O82 1.446, O83 1.444, O84 1.630
82 O -5.24123 1.02075 0.00540  S81 1.446
83 O -4.85231 0.48811 2.45878  S81 1.444
84 O -2.97421 0.36879 0.81482  C78 1.427, S81 1.630
85 H -2.14517 -1.30801 1.65540  C78 1.095
86 H -1.56254 -0.92711 0.01096  C78 1.093
87 H -3.43450 -2.85348 0.26529  C79 1.093
88 H -3.68537 -1.60815 -0.98930  C79 1.095
89 C 3.63542 -10.00199 3.69019  C90 1.526, O95 1.427, H96 1.095, H97 1.093
90 C 4.69259 -9.01452 3.20337  C89 1.526, O91 1.426, H98 1.093, H99 1.095
91 O 3.97763 -8.05352 2.43001  C90 1.426, S92 1.631
92 S 2.48044 -7.87964 3.05342  O91 1.631, O93 1.446, O94 1.444, O95 1.630
93 O 2.48301 -6.71938 3.91651  S92 1.446
94 O 1.51884 -8.06928 1.99240  S92 1.444
95 O 2.48661 -9.21212 3.99275  C89 1.427, S92 1.630
96 H 3.36375 -10.70974 2.90036  C89 1.095
97 H 3.96258 -10.55392 4.57542  C89 1.093
98 H 5.46624 -9.49611 2.60062  C90 1.093
99 H 5.15990 -8.49115 4.04423  C90 1.095
100 C -1.86665 0.17799 8.18993  C101 1.526, O106 1.427, H107 1.095, H108 1.093
101 C -0.68408 0.78934 8.93659  C100 1.526, O102 1.426, H109 1.093, H110 1.095
102 O 0.43853 0.59696 8.07897  C101 1.426, S103 1.631
103 S -0.06309 0.65684 6.52809  O102 1.631, O104 1.446, O105 1.444, O106 1.630
104 O 0.17950 1.99130 6.02660  S103 1.446
105 O 0.39777 -0.53379 5.85251  O62 1.623, S103 1.444
106 O -1.66043 0.50465 6.81663  C100 1.427, S103 1.630
107 H -1.87067 -0.91276 8.28369  C100 1.095
108 H -2.82412 0.57571 8.53684  C100 1.093
109 H -0.51405 0.31583 9.90645  C101 1.093
110 H -0.82107 1.86678 9.07694  C101 1.095
111 C 8.81275 -0.55521 5.36673  C112 1.526, O117 1.427, H118 1.095, H119 1.093
112 C 8.20324 -1.17197 4.11062  C111 1.526, O113 1.426, H120 1.093, H121 1.095
113 O 9.29261 -1.79621 3.43505  C112 1.426, S114 1.631
114 S 10.36621 -2.32970 4.54103  O113 1.631, O115 1.446, O116 1.444, O117 1.630
115 O 10.11434 -3.73460 4.77330  S114 1.446
116 O 11.66995 -1.80958 4.20022  S114 1.444
117 O 9.79019 -1.49232 5.81575  C111 1.427, S114 1.630
118 H 9.32334 0.38534 5.13607  C111 1.095
119 H 8.06542 -0.38109 6.14549  C111 1.093
120 H 7.72795 -0.42623 3.46895  C112 1.093
121 H 7.47492 -1.94874 4.36657  C112 1.095
122 C -7.53741 7.09119 -4.76701  C123 1.526, O128 1.427, H129 1.095, H130 1.093
123 C -6.48023 8.07867 -5.25383  C122 1.526, O124 1.426, H131 1.093, H132 1.095
124 O -7.19520 9.03967 -6.02719  C123 1.426, S125 1.631
125 S -8.69238 9.21355 -5.40378  O124 1.631, O126 1.446, O127 1.444, O128 1.630
126 O -8.68982 10.37380 -4.54069  S125 1.446
127 O -9.65399 9.02391 -6.46480  S125 1.444
128 O -8.68621 7.88106 -4.46445  C122 1.427, S125 1.630
129 H -7.80908 6.38345 -5.55685  C122 1.095
130 H -7.21025 6.53927 -3.88179  C122 1.093
131 H -5.70659 7.59708 -5.85658  C123 1.093
132 H -6.01293 8.60204 -4.41297  C123 1.095